{
  "formula": "C21H48N10Pt",
  "method": "ωB97M-V/def2-TZVPD",
  "e_tot_ev": -40689.2097,
  "orbital_gap_ev": [7.0, 7.3],
  "e_homo_ha": [-0.4824, -0.4863],
  "charge": 2,
  "spin_multiplicity": 1,
  "elements": ["Pt", "C", "N", "C", "C", "N", "C", "C", "N", "C", "C", "N", "C", "N", "C", "C", "N", "C", "C", "C", "C", "N", "C", "N", "C", "C", "N", "C", "C", "N", "C", "C", "H", "H", "H", "H", "H", "H", "H", "H", "H", "H", "H", "H", "H", "H", "H", "H", "H", "H", "H", "H", "H", "H", "H", "H", "H", "H", "H", "H", "H", "H", "H", "H", "H", "H", "H", "H", "H", "H", "H", "H", "H", "H", "H", "H", "H", "H", "H", "H"],
  "positions_angstrom": [[0.672, 0.662, -0.335], [1.799, 2.442, 4.087], [1.146, 3.266, 3.077], [0.952, 4.663, 3.467], [0.696, 2.784, 1.895], [1.339, 1.881, 1.176], [2.767, 1.624, 1.473], [3.414, 0.831, 0.345], [2.559, -0.338, 0.005], [2.844, -0.988, -1.300], [1.554, -1.600, -1.845], [0.532, -0.543, -1.946], [-0.255, -0.489, -3.011], [-0.780, 0.681, -3.439], [-2.101, 0.754, -4.054], [-0.094, 1.955, -3.319], [-0.563, -1.610, -3.710], [-0.773, -2.888, -3.049], [-0.691, -1.617, -5.163], [2.433, -1.334, 1.108], [1.144, -1.201, 1.933], [-0.017, -1.026, 1.084], [-1.029, -1.853, 1.117], [-0.993, -3.121, 1.634], [0.083, -4.056, 1.368], [-2.063, -3.641, 2.477], [-2.254, -1.440, 0.679], [-3.180, -2.340, 0.002], [-2.564, -0.039, 0.523], [-0.462, 3.345, 1.423], [-1.629, 3.425, 2.306], [-0.765, 3.233, 0.017], [1.475, 2.800, 5.064], [2.888, 2.500, 4.049], [1.476, 1.406, 4.000], [1.904, 5.056, 3.821], [0.222, 4.750, 4.274], [0.621, 5.248, 2.615], [2.886, 1.071, 2.405], [3.304, 2.569, 1.593], [4.423, 0.518, 0.634], [3.492, 1.441, -0.555], [3.616, -1.754, -1.186], [3.219, -0.223, -1.981], [1.214, -2.387, -1.166], [1.741, -2.065, -2.813], [-2.624, -0.189, -3.933], [-2.035, 0.995, -5.116], [-2.675, 1.539, -3.559], [0.918, 1.808, -2.939], [-0.636, 2.632, -2.659], [-0.032, 2.424, -4.304], [-0.800, -2.742, -1.972], [0.007, -3.611, -3.295], [-1.733, -3.299, -3.368], [-0.417, -0.646, -5.565], [-1.710, -1.860, -5.470], [-0.015, -2.366, -5.577], [3.313, -1.267, 1.752], [2.465, -2.317, 0.640], [1.217, -0.313, 2.563], [1.069, -2.052, 2.610], [0.709, -3.686, 0.560], [-0.343, -5.009, 1.044], [0.701, -4.249, 2.248], [-2.750, -2.842, 2.741], [-1.629, -4.044, 3.393], [-2.617, -4.441, 1.981], [-2.769, -3.343, -0.050], [-3.359, -1.984, -1.016], [-4.139, -2.378, 0.521], [-2.238, 0.358, -0.449], [-2.092, 0.539, 1.313], [-3.645, 0.083, 0.596], [-1.316, 3.523, 3.339], [-2.251, 2.531, 2.218], [-2.223, 4.297, 2.041], [-0.020, 3.746, -0.591], [-1.748, 3.654, -0.183], [-0.786, 2.156, -0.295]],
  "forces_ev_per_angstrom": [[0.00, 0.56, 0.09], [-0.12, -0.04, 0.05], [0.12, 0.02, -0.02], [-0.02, -0.06, -0.03], [0.02, 0.12, -0.16], [0.17, 0.00, 0.51], [-0.02, 0.05, -0.08], [-0.06, -0.12, -0.08], [0.02, 0.16, -0.12], [-0.01, 0.02, 0.03], [-0.02, 0.20, 0.06], [0.06, -0.34, -0.35], [0.04, -0.23, -0.02], [-0.07, -0.02, 0.16], [0.06, 0.00, -0.02], [0.15, -0.03, -0.01], [0.05, 0.11, 0.10], [-0.04, -0.02, -0.02], [-0.03, 0.00, 0.03], [0.01, -0.10, -0.12], [0.05, 0.07, -0.09], [-0.24, -0.28, 0.09], [-0.12, 0.10, 0.21], [0.05, -0.03, -0.02], [0.02, 0.04, 0.00], [-0.01, 0.02, -0.06], [0.11, -0.06, -0.13], [0.02, 0.00, 0.06], [-0.02, 0.07, 0.02], [-0.04, -0.22, 0.08], [0.05, 0.13, -0.02], [0.31, -0.25, -0.16], [0.00, -0.02, 0.00], [0.00, 0.02, 0.02], [0.04, 0.01, -0.02], [0.00, 0.03, 0.00], [0.00, 0.03, 0.02], [-0.01, 0.01, -0.01], [0.02, -0.04, -0.07], [-0.03, -0.02, 0.01], [-0.04, -0.04, 0.06], [0.01, -0.01, 0.02], [0.00, 0.00, 0.00], [-0.05, 0.00, -0.01], [0.03, 0.00, -0.02], [0.05, 0.06, -0.02], [-0.02, -0.01, 0.00], [-0.03, 0.01, -0.01], [-0.01, 0.00, -0.01], [-0.09, 0.00, 0.00], [-0.01, 0.03, 0.02], [-0.01, 0.00, 0.02], [-0.05, -0.01, 0.03], [0.00, 0.00, 0.00], [0.02, -0.01, -0.01], [0.02, -0.01, -0.02], [0.00, 0.00, -0.01], [-0.02, -0.01, 0.00], [-0.02, 0.05, 0.02], [-0.04, -0.05, 0.08], [0.01, 0.00, 0.05], [0.01, -0.09, -0.06], [0.07, 0.04, 0.00], [0.00, 0.00, 0.02], [0.02, 0.00, 0.00], [-0.01, -0.01, 0.01], [-0.01, 0.00, 0.02], [-0.02, -0.02, 0.01], [0.02, -0.02, -0.01], [0.01, 0.00, -0.02], [0.00, -0.01, 0.00], [-0.02, -0.04, 0.01], [0.06, -0.02, 0.00], [0.00, 0.03, 0.00], [0.00, -0.02, 0.04], [-0.03, 0.00, -0.03], [-0.01, 0.01, 0.02], [-0.01, 0.03, 0.04], [0.01, -0.02, 0.00], [-0.36, 0.19, -0.17]],
  "lowdin_charge": [1.137, -0.029, -0.133, -0.022, -0.368, -0.072, -0.187, -0.155, -0.260, -0.143, -0.188, -0.110, -0.383, -0.140, -0.029, -0.042, -0.141, -0.033, -0.021, -0.124, -0.192, -0.001, -0.383, -0.160, -0.039, -0.035, -0.141, -0.038, -0.063, -0.140, -0.012, -0.067, 0.105, 0.097, 0.086, 0.104, 0.095, 0.101, 0.088, 0.141, 0.141, 0.122, 0.140, 0.129, 0.085, 0.132, 0.094, 0.101, 0.099, 0.078, 0.069, 0.106, 0.073, 0.102, 0.105, 0.095, 0.101, 0.104, 0.139, 0.108, 0.085, 0.119, 0.069, 0.102, 0.098, 0.099, 0.100, 0.094, 0.087, 0.090, 0.102, 0.065, 0.066, 0.104, 0.083, 0.082, 0.106, 0.100, 0.110, 0.012]
}